{
  "formula": "C34H64Cl14O10S3",
  "method": "the ωB97M-V functional and the def2-TZVPD basis",
  "largest_force_ev_per_a": 4.43,
  "lumo_energy_ev": -0.19,
  "smiles": "O=S1(=O)CCCC1.O=S1(=O)CCCC1.O=S1(=O)CCCC1.O=C1CCCO1.O=C1CCCO1.ClCCCl.ClCCCl.ClCCCl.ClCCCl.ClCCCl.ClCCCl.ClCCCl",
  "de_lowest_kcal_mol": 0.0,
  "e_tot_ev": -264589.2362,
  "homo_lumo_gap_ev": 9.685,
  "total_charge": 0,
  "molar_mass_g_mol": 1225.419,
  "species": ["C", "C", "C", "S", "O", "O", "C", "H", "H", "H", "H", "H", "H", "H", "H", "C", "C", "C", "S", "O", "O", "C", "H", "H", "H", "H", "H", "H", "H", "H", "C", "C", "C", "S", "O", "O", "C", "H", "H", "H", "H", "H", "H", "H", "H", "O", "C", "O", "C", "C", "C", "H", "H", "H", "H", "H", "H", "O", "C", "O", "C", "C", "C", "H", "H", "H", "H", "H", "H", "Cl", "C", "C", "Cl", "H", "H", "H", "H", "Cl", "C", "C", "Cl", "H", "H", "H", "H", "Cl", "C", "C", "Cl", "H", "H", "H", "H", "Cl", "C", "C", "Cl", "H", "H", "H", "H", "Cl", "C", "C", "Cl", "H", "H", "H", "H", "Cl", "C", "C", "Cl", "H", "H", "H", "H", "Cl", "C", "C", "Cl", "H", "H", "H", "H"],
  "coordinates": [[-16.73, 28.31, -9.38], [-15.78, 27.53, -8.55], [-14.99, 28.56, -7.68], [-16.14, 29.94, -7.27], [-15.62, 31.27, -7.71], [-16.80, 29.71, -5.97], [-17.36, 29.44, -8.62], [-17.47, 27.65, -9.84], [-16.20, 28.71, -10.25], [-15.04, 26.91, -9.07], [-16.36, 26.80, -7.99], [-14.19, 29.05, -8.22], [-14.61, 28.23, -6.71], [-17.70, 30.35, -9.13], [-18.32, 29.17, -8.18], [-12.65, 23.76, -11.87], [-13.65, 22.90, -12.79], [-15.01, 22.66, -12.13], [-15.07, 23.92, -10.78], [-14.87, 23.27, -9.48], [-16.25, 24.80, -11.03], [-13.57, 24.78, -11.24], [-11.83, 24.11, -12.50], [-12.31, 23.11, -11.07], [-13.14, 22.03, -13.20], [-13.87, 23.50, -13.68], [-15.31, 21.66, -11.80], [-15.86, 22.94, -12.74], [-13.21, 25.45, -10.46], [-14.04, 25.39, -12.01], [-21.15, 30.82, -10.91], [-21.54, 29.39, -10.58], [-22.98, 29.38, -10.74], [-23.66, 31.01, -10.11], [-24.08, 30.75, -8.72], [-24.55, 31.55, -11.16], [-22.08, 31.84, -10.17], [-21.27, 30.80, -11.99], [-20.10, 30.96, -10.65], [-21.26, 29.23, -9.54], [-20.89, 28.73, -11.15], [-23.58, 28.55, -10.37], [-23.22, 29.38, -11.80], [-21.63, 31.87, -9.18], [-22.23, 32.83, -10.59], [-16.13, 27.45, -16.90], [-16.93, 27.25, -17.77], [-18.09, 26.61, -17.58], [-18.84, 26.50, -18.79], [-17.80, 26.73, -19.94], [-16.71, 27.55, -19.23], [-19.49, 27.37, -18.69], [-19.35, 25.54, -18.89], [-18.11, 27.46, -20.69], [-17.47, 25.76, -20.31], [-16.79, 28.63, -19.30], [-15.70, 27.44, -19.61], [-18.52, 30.51, -13.18], [-17.98, 29.45, -13.09], [-18.42, 28.38, -12.36], [-17.64, 27.21, -12.57], [-17.02, 27.58, -13.86], [-16.80, 29.04, -13.94], [-18.33, 26.36, -12.56], [-16.89, 27.04, -11.79], [-17.58, 27.21, -14.72], [-16.06, 27.07, -13.85], [-16.91, 29.41, -14.96], [-15.91, 29.37, -13.39], [-12.43, 31.23, -15.96], [-13.20, 29.58, -15.65], [-12.57, 29.01, -14.36], [-13.36, 27.55, -13.78], [-13.23, 28.90, -16.50], [-14.25, 29.80, -15.45], [-12.52, 29.76, -13.57], [-11.52, 28.75, -14.51], [-22.15, 24.98, -13.74], [-21.44, 24.52, -12.20], [-22.55, 24.25, -11.11], [-23.42, 25.82, -10.87], [-20.75, 25.31, -11.89], [-20.83, 23.63, -12.36], [-22.10, 23.98, -10.16], [-23.28, 23.46, -11.25], [-18.77, 24.53, -14.37], [-18.75, 22.77, -14.80], [-20.15, 22.40, -15.40], [-19.93, 20.70, -15.91], [-18.58, 22.19, -13.89], [-17.98, 22.63, -15.56], [-20.38, 23.04, -16.26], [-20.97, 22.46, -14.69], [-16.63, 32.68, -15.37], [-17.59, 31.66, -16.49], [-18.31, 32.51, -17.44], [-19.61, 31.75, -18.40], [-18.29, 31.02, -15.96], [-16.85, 31.00, -16.94], [-17.55, 32.86, -18.14], [-18.76, 33.38, -16.98], [-23.31, 29.10, -14.75], [-21.75, 28.58, -14.20], [-21.05, 27.80, -15.27], [-20.47, 28.86, -16.59], [-22.02, 27.95, -13.35], [-21.22, 29.45, -13.82], [-21.68, 27.01, -15.67], [-20.13, 27.29, -15.00], [-21.05, 34.24, -13.17], [-19.35, 33.97, -13.68], [-18.58, 33.44, -12.52], [-18.47, 34.71, -11.26], [-18.89, 34.74, -14.29], [-19.46, 33.14, -14.38], [-17.56, 33.17, -12.78], [-19.17, 32.58, -12.20], [-14.24, 30.86, -11.42], [-14.44, 32.55, -12.15], [-13.37, 32.90, -13.08], [-12.16, 33.90, -12.21], [-14.59, 33.26, -11.33], [-15.37, 32.51, -12.71], [-13.74, 33.57, -13.85], [-12.85, 32.02, -13.46]],
  "lowdin_charge": [-0.267, -0.201, -0.191, 0.759, -0.374, -0.356, -0.192, 0.107, 0.091, 0.101, 0.126, 0.093, 0.098, 0.093, 0.096, -0.172, -0.196, -0.200, 0.724, -0.341, -0.361, -0.264, 0.116, 0.112, 0.110, 0.106, 0.106, 0.078, 0.114, 0.054, -0.220, -0.261, -0.247, 0.747, -0.352, -0.346, -0.199, 0.098, 0.104, 0.121, 0.105, 0.065, 0.069, 0.107, 0.086, 0.109, -0.507, -0.004, -0.143, -0.114, -0.082, 0.082, 0.127, 0.113, 0.114, 0.124, 0.128, 0.104, -0.446, 0.009, -0.182, -0.219, -0.067, 0.074, 0.090, 0.087, 0.077, 0.106, 0.095, 0.550, -0.564, -0.679, 0.629, 0.077, 0.042, 0.023, 0.068, 0.602, -0.665, -0.585, 0.558, 0.056, 0.048, 0.067, 0.070, 0.612, -0.608, -0.640, 0.553, 0.064, 0.061, 0.067, 0.038, 0.642, -0.647, -0.680, 0.554, 0.043, 0.070, 0.074, 0.062, 0.631, -0.716, -0.659, 0.588, 0.037, 0.058, 0.047, 0.035, 0.566, -0.680, -0.693, 0.538, 0.078, 0.042, 0.017, 0.033, 0.548, -0.599, -0.681, 0.563, 0.074, 0.024, 0.067, 0.000]
}

=====

{
  "formula": "C8H32B3O4Pb",
  "method": "the ωB97M-V functional and the def2-TZVPD basis",
  "largest_force_ev_per_a": 5.09,
  "lumo_energy_ev": 1.21,
  "de_lowest_kcal_mol": 159.9,
  "e_tot_ev": -24269.6544,
  "homo_lumo_gap_ev": 6.240,
  "total_charge": -1,
  "molar_mass_g_mol": 431.976,
  "species": ["Pb", "B", "H", "H", "H", "H", "B", "H", "H", "H", "H", "B", "H", "H", "H", "H", "C", "O", "C", "C", "O", "C", "H", "H", "H", "H", "H", "H", "H", "H", "H", "H", "C", "O", "C", "C", "O", "C", "H", "H", "H", "H", "H", "H", "H", "H", "H", "H"],
  "coordinates": [[-0.46, 0.65, -0.37], [0.86, 1.01, -3.45], [0.45, 0.03, -3.26], [0.14, 1.77, -3.23], [1.72, 1.17, -2.82], [1.10, 1.04, -4.51], [-3.11, -0.45, -3.00], [-2.49, -1.20, -3.48], [-3.88, -0.12, -3.67], [-3.56, -0.90, -2.12], [-2.60, 0.45, -2.71], [-2.91, 2.38, 0.93], [-1.91, 2.72, 1.12], [-2.89, 1.33, 1.20], [-3.72, 2.81, 1.50], [-3.14, 2.48, -0.13], [1.45, 4.41, 0.02], [1.83, 3.14, 0.45], [2.19, 3.27, 1.83], [2.70, 1.79, 2.26], [1.66, 0.85, 2.07], [2.14, -0.39, 2.68], [1.01, 4.25, -0.97], [2.24, 5.15, 0.05], [0.58, 4.75, 0.58], [1.44, 3.82, 2.40], [3.02, 3.92, 2.13], [3.11, 1.76, 3.27], [3.45, 1.52, 1.52], [2.27, -0.16, 3.74], [3.16, -0.59, 2.37], [1.56, -1.29, 2.52], [-2.57, -2.46, 1.63], [-1.29, -2.59, 1.00], [-1.32, -3.73, 0.15], [0.07, -3.96, -0.40], [0.61, -2.69, -0.85], [1.98, -2.82, -1.24], [-2.52, -1.88, 2.55], [-2.98, -3.44, 1.87], [-3.33, -2.16, 0.91], [-2.10, -3.61, -0.60], [-1.64, -4.55, 0.80], [0.15, -4.75, -1.14], [0.64, -4.25, 0.48], [2.59, -2.70, -0.35], [2.20, -2.02, -1.94], [2.10, -3.75, -1.80]],
  "lowdin_charge": [1.627, -0.498, -0.099, -0.094, -0.106, -0.069, -0.440, -0.093, -0.091, -0.112, -0.111, -0.481, -0.124, -0.116, -0.069, -0.073, -0.123, -0.216, -0.171, -0.174, -0.275, -0.081, 0.102, 0.094, 0.092, 0.119, 0.109, 0.114, 0.124, 0.082, 0.082, 0.090, -0.097, -0.233, -0.203, -0.179, -0.237, -0.091, 0.094, 0.071, 0.097, 0.137, 0.116, 0.127, 0.117, 0.083, 0.092, 0.086]
}

=====

{
  "formula": "C3H8O3",
  "method": "the ωB97M-V functional and the def2-TZVPD basis",
  "largest_force_ev_per_a": 1.63,
  "lumo_energy_ev": 0.65,
  "smiles": "CCC(=O)O.O",
  "de_lowest_kcal_mol": 7.1,
  "e_tot_ev": -9383.4953,
  "homo_lumo_gap_ev": 11.284,
  "total_charge": 0,
  "molar_mass_g_mol": 92.094,
  "species": ["O", "C", "O", "C", "C", "H", "H", "H", "H", "H", "H", "H", "H", "O"],
  "coordinates": [[-1.61, 0.60, -1.66], [-0.95, -0.39, -1.48], [-1.45, -1.63, -1.72], [0.45, -0.50, -0.99], [0.51, -0.60, 0.56], [-2.40, -1.54, -1.90], [1.14, 0.24, -1.36], [0.81, -1.47, -1.36], [-0.23, -1.31, 0.92], [0.39, 0.40, 0.96], [1.50, -0.93, 0.88], [-0.09, 2.65, 2.65], [1.13, 2.14, 1.81], [0.82, 2.35, 2.69]],
  "lowdin_charge": [0.112, -0.546, 0.083, -0.152, -0.064, 0.130, 0.117, 0.115, 0.085, 0.048, 0.078, 0.037, 0.014, -0.055]
}

=====

{
  "formula": "C22H44O44S11",
  "method": "the ωB97M-V functional and the def2-TZVPD basis",
  "largest_force_ev_per_a": 6.03,
  "lumo_energy_ev": -0.08,
  "de_lowest_kcal_mol": 45.4,
  "e_tot_ev": -232793.4488,
  "homo_lumo_gap_ev": 10.678,
  "total_charge": 0,
  "molar_mass_g_mol": 1365.287,
  "species": ["C", "C", "O", "S", "O", "O", "O", "H", "H", "H", "H", "C", "C", "O", "S", "O", "O", "O", "H", "H", "H", "H", "C", "C", "O", "S", "O", "O", "O", "H", "H", "H", "H", "C", "C", "O", "S", "O", "O", "O", "H", "H", "H", "H", "C", "C", "O", "S", "O", "O", "O", "H", "H", "H", "H", "C", "C", "O", "S", "O", "O", "O", "H", "H", "H", "H", "C", "C", "O", "S", "O", "O", "O", "H", "H", "H", "H", "C", "C", "O", "S", "O", "O", "O", "H", "H", "H", "H", "C", "C", "O", "S", "O", "O", "O", "H", "H", "H", "H", "C", "C", "O", "S", "O", "O", "O", "H", "H", "H", "H", "C", "C", "O", "S", "O", "O", "O", "H", "H", "H", "H"],
  "coordinates": [[-0.06, 0.26, 4.99], [-0.62, -0.63, 6.12], [-1.21, 0.31, 7.07], [-0.37, 1.59, 7.03], [0.95, 1.30, 7.45], [-1.14, 2.72, 7.55], [-0.30, 1.61, 5.49], [-0.45, 0.04, 3.99], [1.01, 0.15, 5.01], [0.08, -1.30, 6.64], [-1.48, -1.18, 5.67], [0.32, 0.26, -7.62], [-0.58, 1.14, -6.76], [0.09, 1.13, -5.47], [1.60, 1.54, -5.84], [2.49, 1.06, -4.82], [1.52, 2.91, -6.26], [1.65, 0.67, -7.14], [0.31, 0.47, -8.66], [0.31, -0.86, -7.57], [-1.58, 0.73, -6.64], [-0.51, 2.17, -7.12], [-1.28, -3.47, -6.28], [-1.33, -4.64, -5.40], [-0.21, -4.40, -4.48], [0.87, -3.37, -5.14], [2.15, -3.93, -5.30], [0.73, -2.11, -4.49], [0.12, -3.28, -6.48], [-1.67, -2.56, -5.86], [-1.83, -3.68, -7.22], [-1.09, -5.60, -5.89], [-2.24, -4.70, -4.79], [2.74, 3.11, 1.68], [3.02, 2.19, 2.84], [2.32, 2.77, 3.96], [2.41, 4.34, 3.81], [3.66, 4.90, 4.32], [1.16, 4.96, 4.19], [2.54, 4.37, 2.24], [1.77, 2.76, 1.30], [3.54, 3.17, 0.97], [4.09, 2.10, 3.14], [2.65, 1.15, 2.73], [-1.60, -2.52, 2.53], [-2.26, -3.33, 1.43], [-3.64, -3.10, 1.56], [-3.90, -1.53, 2.02], [-5.10, -1.48, 2.77], [-3.75, -0.63, 0.98], [-2.61, -1.51, 2.98], [-0.75, -1.90, 2.22], [-1.29, -3.05, 3.47], [-2.08, -4.38, 1.56], [-1.82, -2.98, 0.48], [1.59, -3.69, -1.42], [2.17, -4.89, -2.09], [3.57, -4.88, -1.63], [4.07, -3.45, -1.79], [4.51, -3.17, -3.10], [4.87, -3.21, -0.64], [2.71, -2.69, -1.62], [1.40, -3.63, -0.32], [0.77, -3.37, -1.99], [2.14, -4.96, -3.20], [1.71, -5.81, -1.73], [4.80, -2.12, 2.21], [4.56, -2.63, 3.60], [3.43, -3.57, 3.34], [2.43, -2.79, 2.51], [1.83, -1.78, 3.30], [1.65, -3.74, 1.82], [3.49, -2.09, 1.57], [5.42, -2.77, 1.63], [5.16, -1.13, 2.27], [4.20, -1.87, 4.31], [5.39, -3.10, 4.10], [-0.52, 5.32, 1.65], [-1.04, 6.29, 0.62], [-0.85, 5.57, -0.64], [-0.35, 4.07, -0.52], [0.95, 4.02, -0.89], [-1.25, 3.22, -1.15], [-0.55, 3.98, 1.00], [-1.21, 5.26, 2.46], [0.48, 5.58, 1.96], [-0.40, 7.13, 0.64], [-2.06, 6.58, 0.78], [-4.29, 0.78, -2.01], [-2.75, 0.69, -1.93], [-2.44, -0.51, -2.68], [-3.69, -1.05, -3.44], [-3.68, -2.47, -3.46], [-3.77, -0.30, -4.63], [-4.74, -0.56, -2.45], [-4.66, 1.64, -2.55], [-4.69, 0.78, -1.02], [-2.38, 0.52, -0.95], [-2.30, 1.60, -2.27], [-3.26, 3.00, 2.16], [-2.36, 2.22, 3.12], [-3.22, 1.50, 4.00], [-4.39, 2.49, 4.35], [-3.94, 3.46, 5.33], [-5.56, 1.71, 4.55], [-4.44, 3.21, 2.91], [-3.49, 2.55, 1.18], [-2.75, 3.93, 2.01], [-1.76, 2.86, 3.76], [-1.73, 1.50, 2.68], [2.39, 0.35, -1.16], [1.22, 0.15, -2.09], [0.08, 0.52, -1.22], [0.30, -0.18, 0.13], [-0.19, -1.49, 0.05], [-0.14, 0.67, 1.15], [1.81, -0.18, 0.09], [2.72, 1.36, -0.92], [3.32, -0.19, -1.29], [1.10, -0.87, -2.45], [1.23, 0.87, -2.97]],
  "lowdin_charge": [-0.125, -0.104, -0.180, 0.544, -0.214, -0.216, -0.215, 0.114, 0.102, 0.137, 0.137, -0.096, -0.140, -0.206, 0.614, -0.222, -0.233, -0.200, 0.118, 0.133, 0.137, 0.125, -0.166, -0.129, -0.207, 0.569, -0.185, -0.208, -0.189, 0.120, 0.160, 0.147, 0.141, -0.181, -0.143, -0.177, 0.636, -0.229, -0.229, -0.187, 0.109, 0.140, 0.143, 0.137, -0.113, -0.182, -0.171, 0.599, -0.193, -0.195, -0.223, 0.079, 0.141, 0.131, 0.115, -0.085, -0.115, -0.163, 0.511, -0.193, -0.227, -0.216, 0.117, 0.094, 0.115, 0.145, -0.131, -0.095, -0.160, 0.514, -0.214, -0.205, -0.197, 0.118, 0.126, 0.132, 0.136, -0.107, -0.092, -0.172, 0.463, -0.164, -0.191, -0.198, 0.120, 0.105, 0.123, 0.131, -0.086, -0.137, -0.186, 0.500, -0.217, -0.224, -0.160, 0.133, 0.107, 0.088, 0.098, -0.142, -0.171, -0.188, 0.627, -0.229, -0.201, -0.171, 0.138, 0.090, 0.127, 0.087, -0.063, -0.079, -0.193, 0.445, -0.197, -0.189, -0.202, 0.126, 0.131, 0.107, 0.134]
}